The following is a quantum chemistry calculation of 5 unconnected molecules or ions with the total composition C27H57N4O9P at a distorted geometry, from the OMol25 dataset.

The geometry in ORCA input format:
```
! wB97M-V def2-TZVPD RIJCOSX def2/J DEFGRID3
* xyz 0 1
H 0.99 5.91 5.13
N 1.71 5.33 5.54
C 2.29 4.71 4.61
N 1.92 4.92 3.23
N 3.34 3.78 4.84
C 4.57 4.41 5.35
C 5.86 3.94 4.66
C 6.58 2.81 5.40
C 6.84 1.56 4.52
C 5.55 0.84 4.40
C 4.71 0.94 3.36
O 4.94 1.66 2.24
C 3.43 0.20 3.45
O 2.89 -0.33 2.49
C 2.86 0.14 4.81
P 1.08 0.27 5.10
N 0.79 1.62 5.82
O 0.61 -1.02 5.92
O 0.39 0.16 3.68
C 3.68 0.02 5.85
C 5.15 -0.02 5.54
O 5.92 -0.67 6.20
H 2.67 5.42 2.75
H 1.81 4.02 2.79
H 2.97 3.12 5.51
H 4.49 5.48 5.17
H 4.63 4.27 6.43
H 5.60 3.66 3.64
H 6.51 4.80 4.59
H 5.90 2.49 6.18
H 7.50 3.14 5.86
H 7.56 0.95 5.04
H 7.19 1.83 3.53
H 5.67 1.29 1.74
H 0.31 1.45 6.70
H 0.80 -0.86 6.85
H 1.09 -0.05 3.03
H 3.32 -0.03 6.86
C -4.22 -3.47 3.81
C -3.70 -3.86 2.43
O -3.88 -2.86 1.45
C -3.24 -1.62 1.69
C -1.73 -1.72 1.83
H -5.28 -3.21 3.75
H -4.10 -4.30 4.50
H -3.69 -2.61 4.22
H -4.26 -4.73 2.07
H -2.65 -4.17 2.49
H -3.67 -1.14 2.57
H -3.48 -1.00 0.83
H -1.43 -2.33 2.68
H -1.30 -0.73 1.97
H -1.29 -2.17 0.93
C -3.71 -3.86 -1.47
C -3.91 -4.37 -2.89
O -3.41 -5.68 -3.09
C -3.98 -6.70 -2.29
C -5.48 -6.86 -2.47
H -2.65 -3.88 -1.20
H -4.07 -2.84 -1.38
H -4.24 -4.46 -0.74
H -3.36 -3.74 -3.58
H -4.96 -4.32 -3.18
H -3.73 -6.54 -1.24
H -3.48 -7.62 -2.60
H -6.03 -5.97 -2.18
H -5.84 -7.69 -1.87
H -5.72 -7.07 -3.52
C -0.61 -0.68 -3.76
C -0.49 -0.16 -5.19
O 0.22 -1.02 -6.05
C -0.34 -2.31 -6.23
C -1.74 -2.30 -6.81
H 0.37 -0.87 -3.34
H -1.13 0.05 -3.14
H -1.17 -1.62 -3.72
H 0.07 0.78 -5.17
H -1.48 0.08 -5.60
H -0.31 -2.87 -5.29
H 0.34 -2.83 -6.92
H -2.45 -1.80 -6.15
H -2.09 -3.32 -6.96
H -1.75 -1.78 -7.76
C -2.58 3.26 -5.58
C -2.13 4.66 -5.95
O -0.73 4.85 -5.92
C 0.02 4.03 -6.80
C -0.33 4.21 -8.27
H -2.20 2.99 -4.59
H -3.66 3.19 -5.58
H -2.20 2.51 -6.29
H -2.54 5.37 -5.22
H -2.54 4.95 -6.93
H -0.06 2.98 -6.51
H 1.06 4.32 -6.64
H -1.36 3.92 -8.48
H 0.32 3.58 -8.88
H -0.20 5.25 -8.57
*
```

Results
* highest occupied orbital energy: -9.13 eV
* SMILES: [H]/N=C(\N)NCCCCC1=C(O)C(=O)C(P(=N)(O)O)=CC1=O.CCOCC.CCOCC.CCOCC.CCOCC
* calculated total energy: -62597.834 eV
* LUMO level: -0.062 hartree